Entry 1:
Here is C47H47Br4N5O2Ru as an isolated structure at a distorted geometry from the OMol25 dataset. Energies are from the ωB97M-V functional and the def2-TZVPD basis.

Element x y z (Å)
Ru -0.15552 0.06806 0.20278
C -0.68298 -3.83115 -2.18298
C -1.00407 -4.63653 -1.14442
C -0.96150 -4.17030 0.18270
C -0.82042 -2.81122 0.44855
N -0.77988 -1.88986 -0.66889
C -0.24733 -2.41289 -1.96373
C -1.00547 -2.22914 1.71965
C -1.42176 -2.94455 2.87900
C -2.01531 -2.27491 3.90621
C -2.24794 -0.88797 3.78860
C -1.65844 -0.21355 2.74003
N -0.93868 -0.84821 1.81512
C -0.43818 2.03711 2.36939
C -0.63249 3.44723 2.84008
C -0.68457 4.48638 1.98949
C -0.52035 4.25457 0.60431
C -0.22558 2.97589 0.18758
N -0.07219 1.93062 0.98541
H -0.70554 -4.17632 -3.20256
H -1.28097 -5.66724 -1.32674
H -1.07999 -4.86955 0.99526
H 1.39127 -1.13912 -2.36608
H -1.31281 -4.01611 2.91414
H -2.36076 -2.79876 4.78506
H -2.86577 -0.36938 4.49867
H -0.74481 3.59346 3.90173
H -0.83226 5.49249 2.34971
H -0.58846 5.05498 -0.11134
H -0.07769 2.80581 -0.87222
Br 6.38627 2.48596 -0.72855
C 4.58438 1.97289 -0.98275
C 3.88978 2.40541 -2.10693
Br 4.73527 3.52036 -3.37545
C 2.57031 2.01505 -2.28783
Br 1.57087 2.55709 -3.79905
C 1.89869 1.21877 -1.35530
O 0.67569 0.85411 -1.51533
C 2.62057 0.75959 -0.18570
O 2.03338 -0.01752 0.63788
C 3.95774 1.15977 -0.04924
Br 4.88518 0.51649 1.46620
C 2.27972 -4.05784 -0.63992
C 2.19954 -2.57480 -1.00103
C 3.61469 -2.06152 -1.29484
C 1.27975 -2.21965 -2.18885
C 1.73058 -2.91791 -3.43070
C 1.24915 -2.73901 -4.66865
C 0.17640 -1.89090 -5.07920
C -0.81131 -1.32511 -4.33844
C -1.88872 -0.51487 -5.03867
C -1.38795 0.39918 -6.15600
C -2.93165 -1.49880 -5.58240
C -1.06586 -1.56011 -2.94493
N -2.16167 -1.14320 -2.41083
C -2.23095 -1.56938 -1.05639
C -2.85705 -0.58017 -0.14847
N -2.19818 0.53518 0.13625
C -2.65135 1.34685 1.17244
C -3.76691 2.14308 1.01358
C -4.28133 2.86848 2.09681
C -3.73728 2.71010 3.37465
C -2.64872 1.92756 3.59418
C -1.88803 1.26767 2.49730
C 0.68416 1.35848 3.21261
C 1.95074 2.21587 3.11869
C 0.36220 1.11177 4.68356
C -4.47512 2.19901 -0.32419
C -5.89087 1.62927 -0.20708
C -4.50663 3.62514 -0.87461
H 3.05874 -4.20015 0.10728
H 2.52358 -4.67526 -1.50215
H 1.34277 -4.40767 -0.22095
H 1.82487 -2.04303 -0.11714
H 4.12742 -2.70174 -2.01020
H 4.20294 -2.04244 -0.37992
H 3.59169 -1.05373 -1.70649
H 2.55060 -3.61239 -3.31613
H 1.73958 -3.27411 -5.47584
H 0.14370 -1.70935 -6.14641
H -2.36602 0.10296 -4.27553
H -1.08422 -0.16860 -7.03320
H -0.55016 1.00431 -5.82107
H -2.19220 1.06701 -6.45720
H -2.46294 -2.18599 -6.28543
H -3.73419 -0.97267 -6.09524
H -3.35356 -2.07207 -4.76247
H -2.81585 -2.50961 -1.01949
H -3.71204 -0.88222 0.45073
H -5.13895 3.50805 1.96257
H -4.20976 3.20547 4.21344
H -2.26473 1.82131 4.59659
H 0.89977 0.39228 2.74368
H 1.84368 3.14056 3.68498
H 2.16713 2.47373 2.08466
H 2.79339 1.66359 3.52311
H 0.15035 2.04145 5.20811
H 1.22752 0.64931 5.15547
H -0.48042 0.43792 4.80089
H -3.91631 1.58229 -1.03277
H -6.50650 2.24134 0.44901
H -5.86101 0.61973 0.19594
H -6.36111 1.59440 -1.18830
H -5.05330 4.29605 -0.21427
H -4.99124 3.63333 -1.84926
H -3.49236 3.99967 -0.98650

Summary:
Total energy (Ha): -12634.3097
Spin multiplicity: 6
LUMO (spin up / spin down) (eV): 2.38 / 0.69
Strongest force on any atom (eV/A): 2.5
HOMO energy (spin up / spin down) (eV): -2.858 / -4.314
Orbital gap (spin up / spin down) (eV): 5.2 / 5.0
Total charge: -1

Entry 2:
Here is an isolated ion of composition C4H10NO and charge +1 from the OMol25 dataset. Energies are from the ωB97M-V functional and the def2-TZVPD basis.

Element x y z (Å)
C 1.11357 0.59782 -1.80760
C 0.25914 0.88163 -0.84111
C -0.43870 -0.17238 -0.02870
N -1.94310 0.01064 -0.15329
O -0.23699 -0.06140 1.34503
C 1.02147 -0.52973 1.81014
H 1.62828 1.37286 -2.34713
H 1.33552 -0.41588 -2.09907
H 0.06878 1.89936 -0.53100
H -0.18339 -1.18198 -0.39444
H -2.26205 -0.05773 -1.12658
H -2.42157 -0.68688 0.43378
H -2.17047 0.94235 0.22388
H 0.99369 -0.41447 2.89012
H 1.83908 0.06267 1.39661
H 1.16279 -1.58243 1.55291

Summary:
Total energy (Ha): -288.1177
Energy above the lowest of the compared OMol25 structures with the same formula, charge and spin (kcal per mole): 28.5
SMILES: C=C[C@H]([NH3+])OC
Spin multiplicity: 1
LUMO (eV): -3.58
Strongest force on any atom (eV/A): 1.0
HOMO energy (eV): -14.774
Orbital gap (eV): 11.2
Total charge: +1

Entry 3:
Here is a 2-piece molecular cluster, C3H5BN2O2 overall at a distorted geometry from the OMol25 dataset. Energies are from the ωB97M-V functional and the def2-TZVPD basis.

Element x y z (Å)
H 2.61074 1.19151 1.70046
N 2.03224 1.10723 0.93707
B 1.17547 1.43069 0.13180
O 0.66741 1.70238 -1.05178
H -0.15318 1.28850 -1.15800
C -0.93161 -1.42409 0.25492
C -1.52695 -0.38885 -0.22785
N -2.84488 -0.08609 0.19201
C -3.83062 0.60264 0.21175
O -4.86092 1.12493 0.31446
H -1.48855 -1.83328 1.08637
H 0.02133 -1.75392 -0.09084
H -1.25635 0.04364 -1.19756

Summary:
Total energy (Ha): -402.1537
Energy above the lowest of the compared OMol25 structures with the same formula, charge and spin (kcal per mole): 74.7
SMILES: [H]/N=B/O.C=CN=C=O
Spin multiplicity: 1
LUMO (eV): 0.27
Strongest force on any atom (eV/A): 3.6
HOMO energy (eV): -9.984
Orbital gap (eV): 10.3
Total charge: 0

Entry 4:
Here is a 8-piece molecular cluster, C11H39N15O8 overall at a distorted geometry from the OMol25 dataset. Energies are from the ωB97M-V functional and the def2-TZVPD basis.

Element x y z (Å)
C 0.13099 2.75044 -2.88672
O -0.63051 3.18150 -1.73935
C -1.96236 3.64936 -2.06682
C -2.68562 4.49711 -0.91444
C -2.92093 3.70227 0.38124
N -3.99174 4.82003 -1.30331
H -0.41969 1.93900 -3.36256
H 1.15587 2.38551 -2.81939
H 0.21023 3.55644 -3.61622
H -1.89239 4.19631 -3.00706
H -2.50902 2.78983 -2.45473
H -2.11758 5.41001 -0.73552
H -3.69022 2.93092 0.41754
H -3.04731 4.46285 1.15174
H -2.08463 3.09617 0.72954
H -4.46910 3.97184 -1.57314
H -3.96358 5.36320 -2.15436
N 3.35753 2.28196 2.43036
C 2.91774 1.16956 1.90122
N 1.86432 1.37848 1.23483
O 3.45776 0.12757 2.01496
H 2.91690 3.18142 2.30030
H 4.09557 2.24457 3.11883
H 1.51234 2.32502 1.21894
H 1.32407 0.61175 0.86017
N 2.50089 -2.89037 -1.65109
C 3.18763 -2.41135 -0.70716
N 2.79074 -1.19724 -0.62646
O 4.00686 -2.98290 -0.10046
H 1.82210 -2.33387 -2.15074
H 2.67139 -3.86657 -1.84617
H 3.28227 -0.63947 0.05720
H 1.90861 -0.90085 -1.01900
N 1.28609 -1.89729 4.61597
C 2.14421 -2.69413 4.19813
N 2.31081 -2.68445 2.90704
O 2.88330 -3.28002 4.94690
H 1.59204 -1.52587 5.50396
H 0.83132 -1.29741 3.94260
H 1.59428 -2.55680 2.20677
H 3.28785 -2.72837 2.65492
N -2.82124 -4.60274 -0.00752
C -1.53255 -4.75871 0.44999
N -1.35432 -5.18519 1.69285
O -0.54098 -4.54052 -0.23960
H -3.04171 -4.38662 -0.96918
H -3.48130 -4.67013 0.75397
H -0.44000 -5.59811 1.80950
H -2.04741 -5.09586 2.42206
N -0.52062 -1.45277 -0.02357
C -0.40559 -0.38272 -0.73281
N -1.17992 0.51790 -0.25043
O 0.36847 -0.23968 -1.73923
H -1.27473 -1.26805 0.62242
H -0.13471 -2.36479 -0.22207
H -1.31747 0.54317 0.74984
H -1.08467 1.45075 -0.62569
N -1.96623 0.14723 4.45163
C -1.71764 0.62550 3.21991
N -1.12022 1.82242 3.29520
O -1.93852 -0.03176 2.20982
H -1.38257 0.48594 5.20310
H -2.01099 -0.85800 4.36432
H -0.84393 2.09377 2.36239
H -0.76638 2.18824 4.16759
N 1.60456 -0.61118 -6.61205
C 0.61506 -0.36805 -5.78375
N 0.74461 -0.70734 -4.51396
O -0.41342 0.26908 -6.14630
H 2.11302 -1.46240 -6.41971
H 1.50768 -0.21520 -7.53612
H 0.09010 -0.40825 -3.80526
H 1.63461 -1.07205 -4.20578

Summary:
Total energy (Ha): -1865.8792
Energy above the lowest of the compared OMol25 structures with the same formula, charge and spin (kcal per mole): 133.2
SMILES: COC[C@H](C)N.NC(N)=O.NC(N)=O.NC(N)=O.NC(N)=O.NC(N)=O.NC(N)=O.NC(N)=O
Spin multiplicity: 1
LUMO (eV): -0.32
Strongest force on any atom (eV/A): 9.1
HOMO energy (eV): -8.900
Orbital gap (eV): 8.6
Total charge: 0

Entry 5:
Here is one molecule with the formula C4H8N2 at a distorted geometry from the OMol25 dataset. Energies are from the ωB97M-V functional and the def2-TZVPD basis.

Element x y z (Å)
H 2.73770 -0.36977 -0.04958
N 2.47246 0.52168 0.43912
N 1.38560 0.52300 0.98448
C 0.48274 -0.58590 0.90367
C -0.62759 0.06465 0.04423
C -1.75810 0.49496 0.58651
C -0.36062 0.06602 -1.42914
H 0.92979 -1.46692 0.40913
H 0.09376 -0.78452 1.90209
H -1.93090 0.47363 1.64854
H -2.56733 0.85923 -0.02483
H -1.19376 0.50075 -1.97188
H -0.19609 -0.94669 -1.79525
H 0.53234 0.64988 -1.64708

Summary:
Total energy (Ha): -266.6371
Energy above the lowest of the compared OMol25 structures with the same formula, charge and spin (kcal per mole): 53.3
SMILES: [H]/N=N\CC(=C)C
Spin multiplicity: 1
LUMO (eV): 0.82
Strongest force on any atom (eV/A): 1.5
HOMO energy (eV): -9.070
Orbital gap (eV): 9.9
Total charge: 0

Entry 6:
Here is one molecule with the formula C4H5NO from the OMol25 dataset. Energies are from the ωB97M-V functional and the def2-TZVPD basis.

Element x y z (Å)
C -1.31411 -0.04431 -0.13992
C 0.17683 0.02149 0.06963
C 0.97232 -1.19587 0.19176
O 2.12922 -1.35199 -0.13556
N 1.76125 1.18955 -0.62052
C 0.77589 1.34135 0.11705
H -1.69848 -1.03635 0.12736
H -1.81894 0.69776 0.49875
H -1.61880 0.15478 -1.17270
H 0.40490 -2.02391 0.66619
H 0.22993 2.24749 0.39797

Summary:
Total energy (Ha): -285.2689
Energy above the lowest of the compared OMol25 structures with the same formula, charge and spin (kcal per mole): 91.4
Spin multiplicity: 1
LUMO (spin up / spin down) (eV): -0.33 / -1.14
Strongest force on any atom (eV/A): 1.0
HOMO energy (spin up / spin down) (eV): -8.812 / -9.224
Orbital gap (spin up / spin down) (eV): 8.5 / 8.1
Total charge: 0

Entry 7:
Here is one molecule with the formula C20H21ClN2O3S at a distorted geometry from the OMol25 dataset. Energies are from the ωB97M-V functional and the def2-TZVPD basis.

Element x y z (Å)
C -0.43290 0.81582 1.91428
C -0.12372 1.66950 0.67507
C 0.57423 0.67725 -0.24814
N -0.02755 0.21727 -1.36259
N -1.16424 0.74715 -1.76257
C -1.83642 0.45803 -2.89464
O -1.27740 -0.33203 -3.62443
C -2.99420 1.23323 -3.42148
S -4.05304 2.02658 -2.05181
C -5.27131 0.80780 -1.38709
C -4.50512 -0.13829 -0.47314
C -4.03485 -1.29511 -1.09933
C -3.44447 -2.30385 -0.35498
C -3.12864 -2.09449 0.97684
C -3.46163 -0.85638 1.50979
C -4.28337 0.05576 0.89771
Cl -5.04607 1.31592 1.85581
C 1.89316 0.09384 -0.02128
C 2.53203 -0.82589 -0.95846
C 3.96356 -1.06409 -0.86509
C 4.69413 -0.68893 0.19868
C 4.07229 0.21938 1.07424
C 2.76102 0.64634 0.97047
O 4.76736 0.67641 2.23338
C 6.14519 0.21390 2.32460
C 6.50887 -1.11399 1.60420
O 6.05209 -1.00376 0.21880
H 0.51863 0.72788 2.47758
H -0.70006 -0.22728 1.59066
H -1.27171 1.20380 2.47429
H -1.04619 2.08771 0.14611
H 0.60856 2.40542 0.79913
H -1.62466 1.40516 -1.12036
H -2.55210 2.03124 -3.90000
H -3.60159 0.58029 -4.12242
H -5.97602 1.19900 -0.79680
H -5.63754 0.16118 -2.22621
H -4.18887 -1.44222 -2.21079
H -3.14156 -3.23446 -0.76874
H -2.70808 -2.78581 1.78632
H -3.27810 -0.84718 2.57654
H 1.98448 -1.04858 -1.91387
H 4.58152 -1.70069 -1.54087
H 2.48251 1.44047 1.66044
H 6.77897 1.03484 1.99871
H 6.33484 0.15011 3.47328
H 7.58618 -1.30763 1.54552
H 5.97180 -1.99060 2.14267

Summary:
Total energy (Ha): -1968.1940
Energy above the lowest of the compared OMol25 structures with the same formula, charge and spin (kcal per mole): 118.0
SMILES: CC/C(=N\NC(=O)CSCc1ccccc1Cl)c1ccc2c(c1)OCCO2
Spin multiplicity: 1
LUMO (eV): 0.31
Strongest force on any atom (eV/A): 5.7
HOMO energy (eV): -7.733
Orbital gap (eV): 8.0
Total charge: 0

Entry 8:
Here is C12H33N2O5PS2 as an isolated structure at a distorted geometry from the OMol25 dataset. Energies are from the ωB97M-V functional and the def2-TZVPD basis.

Element x y z (Å)
O -1.69683 6.80806 2.01805
S -2.52833 7.29008 1.00488
O -1.86772 6.77490 -0.43864
S -1.27219 5.19598 -0.41645
O -3.88195 6.37000 1.16340
P -5.13038 6.60121 0.03710
O -4.44881 6.29124 -1.39246
O -5.86770 5.20476 0.24600
H -2.39289 4.45470 -0.49036
H -4.16733 7.12881 -1.80044
H -5.18948 4.50027 0.17690
C -4.22119 1.36489 1.67023
C -3.48115 0.29990 0.87470
N -2.20272 0.75516 0.36540
C -1.62666 -0.13003 -0.63046
C -1.22996 -1.54465 -0.19262
C -1.27861 1.27636 1.35850
C -0.87185 0.36166 2.52123
H -4.32492 2.28232 1.08785
H -5.22089 1.01023 1.92229
H -3.71653 1.60579 2.60588
H -4.10524 0.02464 0.02046
H -3.38843 -0.60516 1.49568
H -0.75559 0.36159 -1.07259
H -2.34789 -0.21796 -1.44932
H -0.32794 -1.54148 0.41592
H -1.01763 -2.15333 -1.07453
H -2.02397 -2.04474 0.36254
H -1.71663 2.18502 1.78046
H -0.37663 1.62155 0.84666
H -1.72810 -0.14480 2.96840
H -0.40210 0.95872 3.30492
H -0.14512 -0.39078 2.21807
C 6.18714 -3.62080 -1.78489
C 5.16331 -2.84540 -0.96959
N 3.86221 -2.77533 -1.60469
C 2.97402 -1.80350 -0.99643
C 2.52958 -2.03658 0.45282
C 3.26227 -4.05006 -1.95464
C 3.04105 -5.07536 -0.83415
H 6.25808 -3.22418 -2.79814
H 7.16962 -3.53652 -1.31934
H 5.94597 -4.68262 -1.84464
H 5.53439 -1.82426 -0.84942
H 5.11411 -3.27899 0.04244
H 2.08584 -1.69975 -1.62649
H 3.47102 -0.82924 -1.04485
H 1.79834 -2.84030 0.52848
H 2.05142 -1.13199 0.83663
H 3.36758 -2.26422 1.11196
H 3.88603 -4.51741 -2.72085
H 2.31120 -3.85743 -2.45676
H 3.91719 -5.18274 -0.19356
H 2.83744 -6.05447 -1.27215
H 2.18550 -4.82376 -0.20940

Summary:
Total energy (Ha): -2100.4395
Energy above the lowest of the compared OMol25 structures with the same formula, charge and spin (kcal per mole): 5.8
Spin multiplicity: 1
LUMO (eV): 0.35
Strongest force on any atom (eV/A): 2.9
HOMO energy (eV): -8.172
Orbital gap (eV): 8.5
Total charge: 0